{
  "formula": "C4H5N3O2",
  "method": "wB97M-V/def2-TZVPD",
  "species": ["C", "C", "C", "C", "N", "N", "N", "O", "O", "H", "H", "H", "H", "H"],
  "coordinates": [[1.8546, 1.4900, 0.2787], [-0.3706, 0.6351, -0.0862], [-2.2605, -0.6406, 0.1391], [0.9004, 0.9738, -0.5931], [2.5497, 1.9556, 1.0665], [-1.0996, -0.2514, -0.5308], [1.7639, -1.0427, -0.1239], [2.4052, -1.3766, -1.0852], [1.4170, -1.5986, 0.8227], [-0.5455, 1.1540, 0.9034], [-2.2933, -1.7126, 0.2342], [-3.2252, -0.4251, -0.4584], [-2.2371, -0.1906, 1.1787], [1.1409, 1.0298, -1.7457]],
  "lumo_ev": [-1.91, -1.69],
  "homo_lumo_gap_ev": [8.2172, 7.7561],
  "energy_ev": -12787.898,
  "e_homo_ev": [-10.1, -9.4]
}

***

{
  "formula": "C9H11I2N2",
  "method": "wB97M-V/def2-TZVPD",
  "species": ["C", "C", "C", "C", "C", "C", "C", "C", "C", "N", "N", "I", "I", "H", "H", "H", "H", "H", "H", "H", "H", "H", "H", "H"],
  "coordinates": [[2.7099, 2.1181, -0.2077], [2.2709, 1.8707, -1.5137], [2.1748, 1.3998, 0.8573], [1.2033, 1.0153, -1.7144], [1.0740, 0.5145, 0.6828], [0.5769, 0.3875, -0.6610], [0.3329, -0.3847, 1.6650], [-0.5114, -0.6137, -0.6294], [-0.6328, -1.1475, 0.7698], [-1.3878, -0.8237, -1.5636], [-1.7551, -1.6439, 1.2721], [-4.6800, 0.0333, -0.1823], [0.9320, -2.9301, -0.0631], [3.6670, 2.7408, 0.0058], [2.9027, 2.2253, -2.2643], [2.4580, 1.5104, 1.9684], [1.0303, 0.7752, -2.6964], [0.8428, -1.0713, 2.3440], [-0.0796, 0.3271, 2.3567], [-1.9212, -1.5778, -1.7568], [-1.2507, -0.4473, -2.5169], [-2.5198, -2.0980, 0.6246], [-5.5241, -0.4199, 0.9611], [-1.9131, -1.7602, 2.2620]],
  "lumo_ev": -5.03,
  "homo_lumo_gap_ev": 7.4265,
  "energy_ev": -28685.379,
  "e_homo_ev": -12.5,
  "charge": 1
}

***

{
  "formula": "C9H11PS",
  "method": "wB97M-V/def2-TZVPD",
  "species": ["C", "C", "C", "C", "C", "C", "C", "C", "C", "P", "S", "H", "H", "H", "H", "H", "H", "H", "H", "H", "H", "H"],
  "coordinates": [[-2.0366, -0.8204, 3.2381], [-0.6526, -0.7784, 2.8405], [-2.9001, -0.8395, 2.1930], [-0.5117, -0.6376, 1.4509], [0.5004, -0.9210, -1.0903], [0.8065, 0.1127, -1.8962], [1.3693, 1.2801, -1.2017], [1.4781, 1.1210, 0.3961], [0.5854, 0.0439, -3.3548], [1.1137, -0.6153, 0.6956], [-2.0477, -0.7307, 0.6357], [-2.2501, -1.0321, 4.2870], [0.1705, -0.6340, 3.5467], [-3.9735, -0.8322, 2.2782], [-0.0500, -1.8723, -1.3267], [2.4174, 1.4238, -1.5869], [0.9219, 2.2446, -1.6270], [2.5584, 1.2738, 0.7526], [0.8737, 1.9603, 0.8748], [0.2130, -0.8862, -3.7042], [1.4816, 0.2938, -3.8076], [-0.0676, 0.8459, -3.5937]],
  "lumo_ev": [0.84, -2.13],
  "homo_lumo_gap_ev": [5.7704, 6.2700],
  "energy_ev": -29630.345,
  "spin_multiplicity": 3,
  "e_homo_ev": [-4.9, -8.4],
  "s2": 2.028
}

***

{
  "formula": "C35H40N7O4PtS3Si",
  "method": "wB97M-V/def2-TZVPD",
  "species": ["Pt", "C", "C", "C", "C", "Si", "O", "C", "C", "C", "C", "C", "C", "C", "C", "C", "C", "C", "C", "H", "H", "H", "H", "H", "H", "H", "H", "H", "H", "H", "H", "H", "H", "H", "H", "H", "H", "H", "C", "C", "C", "C", "N", "C", "S", "N", "H", "H", "H", "H", "H", "N", "C", "N", "C", "C", "O", "C", "C", "H", "H", "H", "H", "H", "H", "H", "H", "N", "C", "C", "C", "C", "C", "C", "S", "O", "O", "N", "C", "S", "C", "C", "N", "H", "H", "H", "H", "H", "H", "H", "H"],
  "coordinates": [[-0.5179, -0.4953, 1.5752], [3.3479, 1.1165, 1.1501], [3.3349, 2.0036, -0.0382], [2.2524, 3.0075, -0.1667], [4.4688, 1.9558, -0.9959], [0.8874, -0.1798, -1.5203], [0.5615, 0.1891, 0.0059], [0.7922, 1.2880, -2.6388], [-0.4452, 1.9313, -2.7966], [-0.6011, 2.9944, -3.6715], [0.4826, 3.4438, -4.4175], [1.7180, 2.8278, -4.2784], [1.8639, 1.7613, -3.3996], [2.4143, -1.1602, -1.8443], [3.1997, -1.6769, -0.8090], [4.3369, -2.4327, -1.0685], [4.7100, -2.6843, -2.3804], [3.9430, -2.1857, -3.4278], [2.8092, -1.4335, -3.1621], [3.5417, 1.7383, 2.0428], [4.1090, 0.3388, 1.0975], [2.3579, 0.6725, 1.2910], [2.4957, 3.8803, 0.4686], [1.3055, 2.5931, 0.1956], [2.1335, 3.3687, -1.1880], [5.3925, 2.2179, -0.4546], [4.3479, 2.6228, -1.8472], [4.6212, 0.9242, -1.3450], [-1.3079, 1.5874, -2.2298], [-1.5686, 3.4687, -3.7848], [0.3595, 4.2621, -5.1159], [2.5623, 3.1698, -4.8635], [2.8340, 1.2836, -3.3156], [2.9111, -1.4996, 0.2177], [4.9269, -2.8263, -0.2497], [5.5918, -3.2769, -2.5897], [4.2310, -2.3867, -4.4522], [2.2166, -1.0622, -3.9918], [0.4636, -3.3051, 6.8333], [0.0129, -2.5675, 5.6122], [-1.0405, -1.6394, 5.6631], [-1.3714, -0.9822, 4.5055], [-0.7000, -1.2512, 3.3873], [0.2832, -2.1616, 3.4121], [0.9205, -2.2235, 1.8111], [0.6693, -2.8340, 4.4818], [-0.1171, -3.0355, 7.7122], [1.5160, -3.0873, 7.0167], [0.3811, -4.3785, 6.6619], [-1.5778, -1.4447, 6.5792], [-2.1702, -0.2540, 4.4437], [-0.8072, 1.6877, 2.0657], [-1.3194, 2.7218, 2.0581], [-1.8970, 3.8938, 1.9886], [-2.9904, 4.1475, 1.0362], [-2.5433, 5.2377, 0.0874], [-2.1441, 6.3935, 0.8071], [-1.0476, 6.1374, 1.6683], [-1.3933, 5.0785, 2.6968], [-3.8630, 4.4794, 1.6019], [-3.2369, 3.2264, 0.5107], [-3.3635, 5.5367, -0.5618], [-1.7120, 4.8789, -0.5319], [-0.8106, 7.0764, 2.1640], [-0.1788, 5.8174, 1.0797], [-2.1782, 5.4428, 3.3625], [-0.5245, 4.8042, 3.2920], [-1.7852, -7.5180, -1.9153], [-1.7428, -6.1506, -1.9864], [-2.7336, -5.4416, -2.6732], [-2.7085, -4.0614, -2.7116], [-1.6876, -3.3726, -2.0627], [-0.6883, -4.0678, -1.3785], [-0.7153, -5.4410, -1.3424], [-1.7352, -1.6440, -2.0349], [-0.2964, -1.2294, -2.3540], [-2.6886, -1.2142, -3.0165], [-1.8714, -1.0792, -0.6177], [-3.0539, -0.7871, -0.0170], [-4.6537, -0.8298, -0.6761], [-5.2808, -0.3194, 0.8431], [-4.2767, -0.1345, 1.7195], [-3.0079, -0.3973, 1.2387], [-2.4069, -8.0268, -2.5165], [-0.9896, -8.0200, -1.5662], [-3.5242, -5.9812, -3.1814], [-3.4700, -3.5133, -3.2498], [0.1135, -3.5351, -0.8793], [0.0598, -5.9819, -0.8127], [-6.3386, -0.1825, 0.9989], [-4.3987, 0.1854, 2.7453]],
  "lumo_ev": -4.85,
  "homo_lumo_gap_ev": 4.3821,
  "energy_ev": -99189.488,
  "e_homo_ev": -9.2,
  "charge": 1
}

***

{
  "formula": "C12H11BaN2O3SbSe4",
  "method": "wB97M-V/def2-TZVPD",
  "species": ["Ba", "Se", "Sb", "Se", "Se", "Se", "O", "C", "O", "C", "C", "C", "C", "C", "C", "C", "C", "C", "N", "H", "H", "H", "H", "H", "H", "C", "C", "N", "O", "H", "H", "H", "H", "H"],
  "coordinates": [[0.8682, 2.8743, 0.0246], [-1.8238, 5.2625, 1.6847], [-0.7034, 6.0836, -0.3429], [1.7335, 5.8600, 0.1540], [-1.0803, 4.2755, -2.0848], [-1.3329, 8.2276, -1.2940], [5.0312, 0.4698, 0.1065], [3.8014, 0.5562, 0.0824], [3.0787, 1.5901, 0.0790], [3.0333, -0.7829, 0.0518], [3.7922, -1.9858, 0.0563], [3.1479, -3.1797, 0.0217], [1.7320, -3.2005, -0.0183], [0.9756, -4.3965, -0.0635], [-0.3884, -4.3517, -0.1030], [-1.0567, -3.1051, -0.0966], [-0.3528, -1.9347, -0.0534], [1.0637, -1.9584, -0.0145], [1.7280, -0.7647, 0.0207], [4.8678, -1.8901, 0.0852], [3.6939, -4.1177, 0.0217], [1.5000, -5.3461, -0.0682], [-0.9617, -5.2704, -0.1394], [-2.1395, -3.0808, -0.1271], [-0.8393, -0.9657, -0.0412], [-3.6465, 0.2124, 0.3629], [-2.6764, 1.3685, 0.2188], [-3.1950, 2.5859, 0.1265], [-1.4624, 1.1269, 0.1965], [-4.6905, 0.5233, 0.3489], [-3.4365, -0.3088, 1.2972], [-3.4669, -0.4835, -0.4567], [-4.1879, 2.7234, 0.0926], [-2.6065, 3.3832, -0.1284]],
  "lumo_ev": 3.81,
  "homo_lumo_gap_ev": 5.1883,
  "energy_ev": -290370.289,
  "e_homo_ev": -1.4,
  "charge": -2
}

***

{
  "formula": "C3H12NO3",
  "method": "wB97M-V/def2-TZVPD",
  "species": ["C", "O", "C", "C", "O", "N", "H", "H", "H", "H", "H", "H", "H", "H", "H", "H", "H", "H", "O"],
  "coordinates": [[-0.5162, -0.9155, -1.0994], [0.2538, -1.9706, -1.6624], [0.4716, 0.1611, -0.7332], [-0.0407, 1.3426, 0.0902], [1.1864, 2.0466, 0.4251], [1.5782, -0.4712, 0.1845], [-0.8726, -1.3799, -0.1602], [-1.4647, -0.6472, -1.5121], [-0.2869, -2.7676, -1.7750], [0.9361, 0.5223, -1.6553], [-0.6987, 2.0563, -0.4313], [-0.4371, 0.9545, 1.0176], [1.2469, 2.9263, 0.0519], [2.2457, 0.2942, 0.3371], [1.2170, -0.9541, 0.9998], [2.0310, -1.1180, -0.4603], [-2.5809, 0.7461, 1.8882], [-1.9809, -0.6668, 2.6205], [-2.2880, -0.1588, 1.8745]],
  "lumo_ev": -3.12,
  "homo_lumo_gap_ev": 11.5435,
  "energy_ev": -10930.809,
  "e_homo_ev": -14.7,
  "charge": 1
}